Entry 1:
Here is a structure of composition C9H11Cl from OMol25. Energies are from ωB97M-V/def2-TZVPD.

Structure (XYZ):
```
21
Properties=species:S:1:pos:R:3:forces:R:3
C -1.1324 -1.4494 0.1747 -0.104 -1.500 -1.558
C -1.0253 -2.5499 -0.5932 1.009 2.514 -1.359
C -1.5664 -0.8625 1.4311 -0.586 1.142 2.813
C 0.1839 1.6034 -1.3951 -0.623 -0.885 -3.575
C -0.4283 2.3773 -0.3358 -2.370 2.257 1.730
C -0.8620 -0.0802 0.3636 2.280 -2.125 0.824
C -0.0268 0.9800 -0.0696 1.346 0.922 0.954
C 1.0628 0.3038 0.7382 -3.048 1.439 -0.965
C 2.0175 -0.5027 -0.0547 -1.301 -2.033 2.897
Cl 1.5441 0.9246 2.2925 -0.472 -0.330 -0.267
H -0.5181 -2.3963 -1.6131 -0.858 -0.597 1.644
H -1.4727 -3.4707 -0.3382 -0.249 -0.884 0.214
H -2.6227 -0.5796 1.7237 1.064 -0.646 -0.674
H -0.9434 -1.1085 2.3498 -0.854 0.287 -1.036
H -0.5270 1.3056 -2.2546 1.509 0.308 1.338
H 1.2343 1.8738 -1.6817 -1.199 -0.466 0.215
H 0.2005 3.1175 0.0955 0.387 0.631 0.407
H -1.5578 2.7291 -0.2831 2.449 -1.226 -0.379
H 2.8567 0.1194 -0.2367 1.008 0.017 -0.838
H 1.3607 -0.8519 -0.8000 0.102 -0.108 -1.999
H 2.2224 -1.4830 0.4867 0.512 1.283 -0.386
```
Positions in Å, forces in eV/Å.

Properties
- F_max (Eh/bohr) = 0.07333
- HOMO energy (eV) = -7.59
- Kohn-Sham gap (eV) = 7.8520
- ΔE to the lowest compared entry with this formula, charge and spin (eV) = 2.741
- LUMO (Ha) = 0.010
- total energy (eV) = -22027.608

=====

Entry 2:
Here is a structure of composition C9H11Cl2HgNO2 from OMol25. Energies are from ωB97M-V/def2-TZVPD.

Structure (XYZ):
```
26
Properties=species:S:1:pos:R:3:forces:R:3
C -1.0759 1.0904 -2.5890 0.568 1.242 0.004
C 0.3076 0.8895 -2.8219 -0.445 0.708 -0.258
C 1.0475 1.5815 -1.8306 -0.423 0.153 0.054
C 0.1364 2.1755 -0.9185 -0.501 0.656 -1.322
C -1.2126 1.9155 -1.4010 1.246 0.392 -1.330
Hg -0.8444 0.0080 -0.2500 -2.326 -2.444 1.776
N -2.2185 -1.5195 0.4515 0.103 0.761 -0.358
C -0.0768 -2.7956 -0.5288 0.825 -0.472 -0.401
C 0.9191 -2.3686 -1.3217 0.181 -0.519 -0.001
H 2.1262 1.6899 -1.7925 -0.103 -0.223 0.122
H 0.7287 0.3612 -3.6735 -0.062 -0.068 0.217
H 0.3778 2.8607 -0.1109 -0.013 -0.427 -0.016
H -2.1293 2.3592 -1.0261 0.172 -0.218 0.028
H -1.8996 0.7449 -3.2018 0.106 -0.155 0.170
H 0.7728 -2.1231 -2.3774 -0.058 -0.271 0.234
H -1.0531 -3.0789 -0.9292 0.232 0.552 0.345
H -2.9540 -0.8849 0.8273 0.191 -0.165 -0.088
H 1.9510 -2.2528 -0.9621 -0.534 0.376 0.109
H 0.0731 -2.8775 0.5533 -0.159 -0.124 -0.447
Cl 1.3372 2.2262 3.9588 -0.030 0.111 0.346
C 0.9108 0.5092 3.9793 0.263 -1.141 -1.094
Cl -0.4689 0.1262 5.0436 0.170 0.287 0.230
C 0.5640 -0.0678 2.5135 -0.372 0.401 -0.816
O 0.5111 -1.3043 2.4827 0.538 1.054 0.263
O 0.3858 0.8101 1.6071 0.951 -0.947 2.100
H 1.7838 -0.0752 4.3177 -0.519 0.480 0.134
```
Positions in Å, forces in eV/Å.

Properties
- F_max (Eh/bohr) = 0.07415
- HOMO energy (eV) = 1.32
- Kohn-Sham gap (eV) = 3.7080
- net charge = -2
- ΔE to the lowest compared entry with this formula, charge and spin (eV) = 0.000
- LUMO (Ha) = 0.185
- total energy (eV) = -44310.864

=====

Entry 3:
Here is a structure of composition C9H11ClN2O2RuS from OMol25. Energies are from ωB97M-V/def2-TZVPD.

Structure (XYZ):
```
27
Properties=species:S:1:pos:R:3:forces:R:3
Cl 0.1496 2.8100 -1.0665 -0.149 -1.910 1.082
C -1.8517 -0.6477 -1.2808 -0.068 -1.167 -0.938
C -1.0109 -1.7902 -1.0804 -0.432 1.165 0.518
C 0.2475 -1.5330 -1.6833 0.535 0.506 -0.255
H -1.2976 -2.7009 -0.5619 0.096 0.229 -0.001
C 0.2195 -0.2306 -2.3062 -1.337 -1.978 -1.848
C -1.1253 0.3056 -2.0798 0.127 -0.935 -0.494
H -1.5333 1.1526 -2.6182 0.019 0.017 0.306
H -2.8891 -0.5507 -0.9786 0.200 -0.016 -0.004
H 1.1071 -2.1996 -1.7227 -0.250 0.134 0.116
C 1.2449 0.3368 -3.2092 0.324 0.434 0.588
Ru -0.0119 0.6040 -0.2751 -0.009 4.373 -2.600
C 1.8002 0.7081 0.2201 8.040 -0.746 1.974
O 2.9170 0.8284 0.5219 -4.186 -0.037 -1.140
C -1.0529 1.2478 1.1458 -5.395 1.843 6.185
O -1.6863 1.7283 1.9986 2.555 -1.410 -3.110
H 2.2396 0.0708 -2.8463 0.079 -0.012 -0.175
H 1.1570 1.4216 -3.2230 0.088 -0.028 -0.228
H 1.1541 -0.0289 -4.2370 -0.189 -0.195 0.098
N 0.7188 0.7430 4.2898 0.166 -0.720 -0.775
C 0.1036 -0.3325 3.7796 -0.905 1.419 1.885
N -0.8859 -0.8537 4.5255 0.950 -0.407 -0.861
S 0.5383 -0.9594 2.2540 -0.049 -0.739 -0.670
H 0.6275 0.9901 5.2673 -0.065 0.244 -0.175
H 1.4347 1.1839 3.7278 0.081 -0.083 0.422
H -1.3646 -1.6733 4.1761 0.033 0.037 0.203
H -0.9096 -0.6691 5.5215 -0.260 -0.018 -0.104
```
Positions in Å, forces in eV/Å.

Properties
- F_max (Eh/bohr) = 0.16358
- HOMO energy (spin up / spin down) (eV) = -14.59 / -16.66
- Kohn-Sham gap (spin up / spin down) (eV) = 5.3948 / 5.4643
- expectation value of S² = 6.038
- net charge = +2
- 2S+1 = 5
- ΔE to the lowest compared entry with this formula, charge and spin (eV) = 0.817
- LUMO (spin up / spin down) (Ha) = -0.338 / -0.411
- total energy (eV) = -42505.747

=====

Entry 4:
Here is the molecule C9H11ClO from OMol25. Energies are from ωB97M-V/def2-TZVPD.

Structure (XYZ):
```
22
Properties=species:S:1:pos:R:3:forces:R:3
C -1.5880 -1.2584 -1.1790 2.062 -1.316 4.234
C -0.9239 0.0404 -0.8517 2.582 1.967 -1.336
C -0.2557 0.4596 -2.2203 -0.935 -1.090 -1.608
O -1.7970 1.1344 -0.7631 -1.510 0.672 0.678
Cl -2.7831 1.0856 0.6272 -0.217 -0.132 -0.213
C 0.1006 0.1281 0.2817 0.129 -1.196 -0.754
C 0.9350 -0.9874 0.4734 0.326 1.190 -0.571
C 1.8817 -0.9780 1.4886 -2.385 2.211 -0.263
C 1.9742 0.1368 2.3055 0.126 1.259 2.874
C 1.2449 1.3257 2.0750 -0.325 -0.358 -2.171
C 0.2687 1.2879 1.0179 0.692 0.070 1.851
H -2.5244 -0.9979 -1.4219 -3.539 0.515 -1.398
H -1.0465 -1.7340 -1.9444 0.304 -0.931 -0.843
H -1.6588 -1.9027 -0.2393 0.141 0.550 -1.332
H -1.0772 0.3977 -2.9929 0.461 0.369 0.814
H 0.3467 -0.3853 -2.5736 0.546 0.365 0.390
H 0.2481 1.4151 -2.4115 -0.073 -0.236 0.906
H 0.9325 -1.7756 -0.2758 -0.297 -0.223 0.421
H 2.2638 -1.8731 1.7633 1.822 -2.484 0.725
H 2.4339 0.0891 3.3735 -0.071 -0.071 -2.312
H 1.5029 2.3123 2.5231 -0.523 -1.179 0.197
H -0.4782 2.0798 0.9444 0.681 0.049 -0.287
```
Positions in Å, forces in eV/Å.

Properties
- F_max (Eh/bohr) = 0.09510
- SMILES = CC(C)(OCl)c1ccccc1
- HOMO energy (eV) = -9.13
- Kohn-Sham gap (eV) = 9.4766
- ΔE to the lowest compared entry with this formula, charge and spin (eV) = 1.408
- LUMO (Ha) = 0.013
- total energy (eV) = -24078.342

=====

Entry 5:
Here is the molecule C9H11ClO2 from OMol25. Energies are from ωB97M-V/def2-TZVPD.

Structure (XYZ):
```
23
Properties=species:S:1:pos:R:3:forces:R:3
C 2.7717 -0.1659 1.4672 3.289 -1.066 2.092
C 1.8283 0.5261 0.6248 -3.215 4.125 -1.395
C 1.3979 -0.4447 -0.4619 1.653 0.449 -1.856
C 0.4155 0.2051 -1.4744 -1.042 -2.345 1.237
C -0.9177 0.2739 -0.8606 -4.133 -1.648 2.014
C -1.6578 -0.9966 -0.6144 3.599 -1.189 -2.704
C -2.8794 -1.1586 -0.1528 -0.017 3.444 1.076
C -3.5085 0.0579 0.4769 -0.477 -1.468 -0.541
O -4.5797 0.0929 1.0015 0.097 0.140 0.099
O -2.7476 1.2285 0.4576 0.222 -0.421 -0.902
C -1.6529 1.2609 -0.3087 3.361 1.771 0.385
Cl -0.7558 2.8249 -0.1502 -1.269 -0.450 -0.118
H 3.6077 -0.4456 0.7553 -0.372 0.086 1.225
H 3.2435 0.3593 2.4324 -1.251 -1.000 -2.268
H 2.2972 -1.1490 1.7699 0.658 1.079 0.074
H 2.0743 1.4920 0.0273 0.848 -1.414 1.286
H 0.9510 1.0089 1.2174 0.940 -1.436 -0.786
H 1.2079 -1.3414 0.0682 -1.357 -1.248 -0.060
H 2.3236 -0.7340 -1.0621 -0.829 0.523 0.687
H 0.3060 -0.1941 -2.4903 0.543 -0.190 0.345
H 0.7122 1.1705 -1.4703 1.327 3.135 -0.921
H -1.0004 -1.8477 -1.0311 -1.605 0.816 0.727
H -3.4370 -2.0232 -0.2217 -0.969 -1.690 0.306
```
Positions in Å, forces in eV/Å.

Properties
- F_max (Eh/bohr) = 0.10527
- SMILES = CCCCc1ccc(=O)oc1Cl
- HOMO energy (eV) = -9.06
- Kohn-Sham gap (eV) = 9.2548
- ΔE to the lowest compared entry with this formula, charge and spin (eV) = 0.000
- LUMO (Ha) = 0.007
- total energy (eV) = -26126.552